Run one
Molecular formula: C5H11OS
Method: DFT, ωB97M-V with the def2-TZVPD basis set

Each atom is followed by the atoms it is bonded to, with distances in Å.
Cartesian coordinates (Å):
1 C -2.163 -0.853 1.144  C2 1.186, C3 1.470
2 C -1.477 -0.022 1.639  C1 1.186, H9 1.077
3 C -3.018 -1.759 0.363  C1 1.470, H10 0.983, H11 1.133, H12 1.076
4 C 1.180 -1.542 0.479  S7 1.797, H13 1.125, H14 1.125, H15 1.059
5 C 1.982 1.108 0.632  S7 1.833, H16 1.038, H17 1.062, H18 1.127
6 O 1.359 -0.179 -1.655  S7 1.619, H8 0.977
7 S 0.719 0.062 -0.187  C4 1.797, C5 1.833, O6 1.619
8 H 1.028 0.368 -2.394  O6 0.977
9 H -0.949 0.693 2.248  C2 1.077
10 H -2.441 -2.169 -0.320  C3 0.983
11 H -3.968 -1.226 0.054  C3 1.133
12 H -3.359 -2.616 0.918  C3 1.076
13 H 0.695 -1.363 1.477  C4 1.125
14 H 2.279 -1.733 0.330  C4 1.125
15 H 0.487 -2.254 0.112  C4 1.059
16 H 1.604 2.075 0.616  C5 1.038
17 H 2.886 1.146 0.076  C5 1.062
18 H 2.133 0.634 1.643  C5 1.127

The total charge is +1. Its spin multiplicity is 1. The HOMO-LUMO gap is 9.78 eV. The calculation puts the lowest unoccupied orbital energy at -3.976 eV.

natural (NBO) population analysis, charges in e, atoms 1 to 6: 0.0817, -0.3673, -0.6916, -0.7802, -0.7700, -0.8457


Run two
Molecular formula: C5H11OS
Method: DFT, ωB97M-V with the def2-TZVPD basis set

Each atom is followed by the atoms it is bonded to, with distances in Å.
Cartesian coordinates (Å):
1 C 1.438 0.429 1.579  C2 1.528, C3 1.492, H8 1.151, H9 1.100
2 C 0.034 -0.002 1.999  C1 1.528, C4 1.560, H10 1.096, H11 1.053
3 C 1.245 0.949 0.195  C1 1.492, S7 1.926, H12 1.115, H13 1.073
4 C -1.007 -0.474 0.937  C2 1.560, S7 1.794, H14 1.073, H15 1.147
5 C 1.161 -2.639 -1.236  O6 1.534, H16 1.095, H17 1.020, H18 1.170
6 O 0.625 -1.203 -1.280  C5 1.534, S7 1.705
7 S -0.276 0.079 -0.605  C3 1.926, C4 1.794, O6 1.705
8 H 1.647 1.412 2.141  C1 1.151
9 H 2.352 -0.154 1.766  C1 1.100
10 H -0.064 -0.622 2.897  C2 1.096
11 H -0.304 0.984 2.145  C2 1.053
12 H 1.244 2.041 -0.035  C3 1.115
13 H 2.093 0.735 -0.427  C3 1.073
14 H -1.240 -1.521 0.886  C4 1.073
15 H -1.874 0.265 1.069  C4 1.147
16 H 1.591 -2.688 -0.231  C5 1.095
17 H 1.938 -2.435 -1.864  C5 1.020
18 H 0.734 -3.570 -1.802  C5 1.170

The total charge is +1. Its spin multiplicity is 1. The HOMO-LUMO gap is 10.26 eV. The calculation puts the lowest unoccupied orbital energy at -4.613 eV.

natural (NBO) population analysis, charges in e, atoms 1 to 6: -0.4454, -0.4140, -0.5213, -0.5878, -0.2221, -0.7529


Run three
Molecular formula: C5H11OS
Method: DFT, ωB97M-V with the def2-TZVPD basis set

Each atom is followed by the atoms it is bonded to, with distances in Å.
Cartesian coordinates (Å):
1 C -1.530 0.544 0.229  C2 1.321, C3 1.438, H8 1.156
2 C -0.626 -0.079 -0.504  C1 1.321, S7 1.748, H9 1.106
3 C -2.935 0.242 0.177  C1 1.438, H10 1.126, H11 1.116, H12 1.128
4 C 2.129 -0.439 -1.445  S7 1.836, H13 1.195, H14 0.986, H15 1.117
5 C 1.372 -0.249 1.360  S7 1.727, H16 1.104, H17 1.140, H18 1.118
6 O 1.234 1.789 -0.258  S7 1.428
7 S 1.037 0.376 -0.215  C2 1.748, C4 1.836, C5 1.727, O6 1.428
8 H -1.169 1.307 1.020  C1 1.156
9 H -0.897 -0.899 -1.195  C2 1.106
10 H -3.638 1.082 -0.088  C3 1.126
11 H -3.330 -0.261 1.092  C3 1.116
12 H -3.262 -0.423 -0.673  C3 1.128
13 H 3.121 -0.599 -0.796  C4 1.195
14 H 2.406 0.047 -2.257  C4 0.986
15 H 1.781 -1.477 -1.663  C4 1.117
16 H 2.445 -0.414 1.564  C5 1.104
17 H 0.785 -1.178 1.667  C5 1.140
18 H 1.078 0.630 1.986  C5 1.118

The total charge is +1. Its spin multiplicity is 1. The HOMO-LUMO gap is 11.14 eV. The calculation puts the lowest unoccupied orbital energy at -3.821 eV.

natural (NBO) population analysis, charges in e, atoms 1 to 6: -0.0265, -0.5575, -0.7042, -0.7888, -0.9105, -0.8599


Most stable structure: run three


Run one
Molecular formula: C4H7N2
Method: DFT, ωB97M-V with the def2-TZVPD basis set

Each atom is followed by the atoms it is bonded to, with distances in Å.
Cartesian coordinates (Å):
1 C 1.352 4.035 1.973  C2 1.271, C3 1.384
2 C 1.448 5.256 1.632  C1 1.271
3 C 0.580 2.910 2.208  C1 1.384, C4 1.495, H7 1.086
4 C 0.123 2.152 1.003  C3 1.495, N5 1.254, H8 1.109
5 N 0.171 0.900 0.951  C4 1.254, H10 1.064
6 N -0.081 -1.555 -1.531  H9 1.022, H11 1.020, H12 1.006, H13 1.103
7 H 0.255 2.702 3.224  C3 1.086
8 H -0.444 2.748 0.259  C4 1.109
9 H -0.762 -1.641 -0.774  N6 1.022
10 H 0.595 0.466 1.825  N5 1.064
11 H 0.575 -0.780 -1.435  N6 1.020
12 H -0.470 -1.300 -2.423  N6 1.006
13 H 0.413 -2.527 -1.363  N6 1.103

The total charge is +1. Its spin multiplicity is 1. The HOMO-LUMO gap is 8.20 eV. The calculation puts the lowest unoccupied orbital energy at -4.685 eV.

natural (NBO) population analysis, charges in e, atoms 1 to 6: -0.3902, 0.1893, -0.0719, 0.1127, -0.6481, -0.8835


Run two
Molecular formula: C4H7N2
Method: DFT, ωB97M-V with the def2-TZVPD basis set

Each atom is followed by the atoms it is bonded to, with distances in Å.
Cartesian coordinates (Å):
1 C -0.449 -0.212 0.210  C2 1.512, N5 1.290, H7 1.059
2 C 0.984 0.059 0.609  C1 1.512, N6 1.274, H8 1.085
3 C 3.121 0.200 -0.654  N6 1.217, H9 1.083, H10 1.136
4 C -2.762 -0.155 0.039  N5 1.370, H11 1.161, H12 1.060, H13 1.117
5 N -1.592 0.154 0.683  C1 1.290, C4 1.370
6 N 2.118 0.098 0.028  C2 1.274, C3 1.217
7 H -0.462 -0.524 -0.802  C1 1.059
8 H 1.235 0.359 1.621  C2 1.085
9 H 3.875 -0.522 -0.365  C3 1.083
10 H 3.384 1.254 -0.985  C3 1.136
11 H -3.671 -0.130 0.761  C4 1.161
12 H -2.894 0.579 -0.714  C4 1.060
13 H -2.887 -1.160 -0.431  C4 1.117

The total charge is +1. Its spin multiplicity is 1. The HOMO-LUMO gap is 8.40 eV. Its structure (SMILES) is C=[N+]=C/C=N/C. The calculation puts the lowest unoccupied orbital energy at -5.795 eV.

natural (NBO) population analysis, charges in e, atoms 1 to 6: -0.0069, 0.2108, 0.0602, -0.4818, -0.2150, -0.2207


Run three
Molecular formula: C4H7N2
Method: DFT, ωB97M-V with the def2-TZVPD basis set

Each atom is followed by the atoms it is bonded to, with distances in Å.
Cartesian coordinates (Å):
1 C -0.659 1.565 -0.763  C2 1.370, C4 1.466, H7 1.031
2 C -0.311 0.254 -0.572  C1 1.370, C3 1.370
3 C 0.492 -0.746 -0.091  C2 1.370, N5 1.312, N6 1.339
4 C -0.945 1.874 0.641  C1 1.466, H8 1.151, H9 1.113
5 N -0.056 -1.543 0.795  C3 1.312, H10 1.001, H11 1.014
6 N 1.550 -1.043 -0.856  C3 1.339, H12 1.000, H13 1.068
7 H -1.261 1.970 -1.496  C1 1.031
8 H -0.166 1.814 1.486  C4 1.151
9 H -2.019 1.849 0.934  C4 1.113
10 H -0.832 -1.177 1.311  N5 1.001
11 H 0.067 -2.550 0.805  N5 1.014
12 H 1.954 -0.378 -1.485  N6 1.000
13 H 2.187 -1.888 -0.711  N6 1.068

The total charge is +1. Its spin multiplicity is 1. The HOMO-LUMO gap (spin up / spin down) is 8.17 / 8.17 eV. The calculation puts the lowest unoccupied orbital energy (spin up / spin down) at -5.065 / -5.063 eV.

natural (NBO) population analysis, charges in e, atoms 1 to 6: -0.1546, -0.0011, 0.3931, -0.2002, -0.7311, -0.7373


Run four
Molecular formula: C4H7N2
Method: DFT, ωB97M-V with the def2-TZVPD basis set

Each atom is followed by the atoms it is bonded to, with distances in Å.
Cartesian coordinates (Å):
1 C 0.956 -2.176 1.372  N5 1.186, H7 1.072
2 C 0.729 1.634 -0.671  C3 1.344, H8 1.063, H9 1.060
3 C 0.577 0.309 -0.839  C2 1.344, C4 1.532, H10 1.115
4 C -0.466 -0.707 -0.363  C3 1.532, N5 1.497, N6 1.438, H11 1.144
5 N 0.336 -1.511 0.611  C1 1.186, C4 1.497
6 N -1.558 -0.084 0.337  C4 1.438, H12 0.942, H13 0.979
7 H 1.155 -2.992 2.038  C1 1.072
8 H 1.467 2.193 -1.192  C2 1.063
9 H 0.137 2.351 -0.161  C2 1.060
10 H 1.262 -0.269 -1.504  C3 1.115
11 H -0.647 -1.326 -1.308  C4 1.144
12 H -2.421 -0.382 0.106  N6 0.942
13 H -1.629 0.856 0.597  N6 0.979

The total charge is +1. Its spin multiplicity is 1. The HOMO-LUMO gap is 9.31 eV. Its structure (SMILES) is C#[N+][C@@H](N)C=C. The calculation puts the lowest unoccupied orbital energy at -5.091 eV.

natural (NBO) population analysis, charges in e, atoms 1 to 6: 0.4335, -0.3067, -0.2361, 0.0580, -0.1839, -0.8082


Most stable structure: run four